w) {
  "formula": "H3ISi",
  "method": "ωB97M-V/def2-TZVPD",
  "elements": ["Si", "I", "H", "H", "H"],
  "positions_angstrom": [[-0.086, -0.047, 0.376], [-0.634, -0.346, 2.757], [-1.343, 0.246, -0.290], [0.851, 1.060, 0.316], [0.500, -1.302, -0.061]],
  "smiles": "[SiH3]I",
  "lumo_energy_ha": 0.017,
  "mol_weight_da": 158.01
}

---

x) {
  "formula": "H3ISi",
  "method": "ωB97M-V/def2-TZVPD",
  "elements": ["Si", "I", "H", "H", "H"],
  "positions_angstrom": [[-0.293, -0.012, 0.094], [2.334, 0.245, -0.239], [-0.888, 1.201, 0.755], [-0.823, -0.179, -1.343], [-0.330, -1.255, 0.734]],
  "smiles": "[SiH3]I",
  "lumo_energy_ha": -0.003,
  "mol_weight_da": 158.01
}

---

The structure with the most favorable energy is w); the runner-up is 0.0138 hartree above it.

---

w) {
  "formula": "C9H14OS",
  "method": "ωB97M-V/def2-TZVPD",
  "elements": ["C", "C", "C", "C", "C", "O", "C", "C", "H", "H", "H", "H", "H", "H", "H", "H", "C", "S", "C", "H", "H", "H", "H", "H", "H"],
  "positions_angstrom": [[0.837, 2.368, -1.378], [1.220, 0.962, -1.129], [0.402, 0.201, -0.291], [0.818, -1.106, -0.003], [2.117, -1.480, -0.388], [2.553, -2.674, 0.136], [2.957, -0.789, -1.252], [2.400, 0.422, -1.691], [1.667, 3.084, -1.258], [0.135, 2.835, -0.683], [0.405, 2.346, -2.396], [-0.461, 0.669, 0.154], [0.187, -1.833, 0.466], [1.962, -3.404, 0.122], [3.728, -1.269, -1.829], [2.942, 1.218, -2.187], [-3.504, -0.212, 0.384], [-3.519, -0.235, 2.213], [-1.782, -0.135, 2.688], [-2.610, 0.135, -0.095], [-3.663, -1.219, -0.016], [-4.342, 0.460, 0.201], [-1.408, 0.589, 1.971], [-1.343, -1.128, 2.545], [-1.697, 0.196, 3.717]],
  "smiles": "Cc1ccc(O)cc1.CSC",
  "lumo_energy_ha": 0.027,
  "mol_weight_da": 170.28
}

---

x) {
  "formula": "C9H14OS",
  "method": "ωB97M-V/def2-TZVPD",
  "elements": ["C", "C", "C", "C", "C", "O", "C", "C", "H", "H", "H", "H", "H", "H", "H", "H", "C", "C", "S", "H", "H", "H", "H", "H", "H"],
  "positions_angstrom": [[1.523, 1.239, -1.985], [1.265, 0.153, -0.916], [1.600, 0.268, 0.407], [1.492, -0.737, 1.346], [0.853, -1.979, 0.973], [0.542, -2.856, 1.969], [0.379, -2.104, -0.324], [0.714, -1.115, -1.295], [0.875, 2.116, -1.848], [1.503, 0.827, -2.993], [2.488, 1.608, -1.855], [2.081, 1.194, 0.726], [1.886, -0.603, 2.351], [1.125, -2.837, 2.697], [-0.230, -2.931, -0.638], [0.385, -1.233, -2.427], [-2.206, 0.826, -0.701], [-1.855, 0.687, 0.854], [-2.896, 1.610, 2.075], [-2.121, 1.892, -0.972], [-3.209, 0.517, -0.994], [-1.498, 0.406, -1.404], [-1.891, -0.282, 1.156], [-0.845, 0.999, 1.028], [-1.957, 2.334, 2.770]],
  "smiles": "Cc1ccc(O)cc1.CCS",
  "lumo_energy_ha": 0.027,
  "mol_weight_da": 170.28
}

---

The structure with the most favorable energy is x); the runner-up is 0.0104 hartree above it.

---

w) {
  "formula": "C16H27NO",
  "method": "ωB97M-V/def2-TZVPD",
  "elements": ["C", "C", "C", "C", "C", "C", "C", "C", "N", "C", "C", "O", "C", "C", "C", "C", "C", "C", "H", "H", "H", "H", "H", "H", "H", "H", "H", "H", "H", "H", "H", "H", "H", "H", "H", "H", "H", "H", "H", "H", "H", "H", "H", "H", "H"],
  "positions_angstrom": [[2.532, 2.269, 3.486], [1.935, 1.809, 2.162], [1.357, 0.398, 2.257], [0.741, -0.046, 0.932], [0.151, -1.465, 0.986], [1.243, -2.524, 0.802], [0.817, -3.911, 1.269], [-0.962, -1.622, -0.057], [-0.436, -1.514, -1.409], [-1.436, -1.510, -2.448], [-2.410, -0.291, -2.482], [-3.489, -0.441, -1.581], [-1.663, 0.983, -2.165], [-0.617, 1.388, -2.987], [0.117, 2.520, -2.680], [-0.188, 3.263, -1.552], [-1.238, 2.874, -0.740], [-1.971, 1.738, -1.043], [2.940, 3.273, 3.395], [3.333, 1.601, 3.796], [1.773, 2.276, 4.265], [2.706, 1.830, 1.388], [1.145, 2.500, 1.857], [0.592, 0.376, 3.036], [2.149, -0.294, 2.551], [1.504, 0.003, 0.152], [-0.048, 0.663, 0.668], [-0.312, -1.602, 1.970], [2.128, -2.224, 1.365], [1.509, -2.562, -0.255], [1.639, -4.615, 1.158], [-0.022, -4.278, 0.684], [0.523, -3.889, 2.317], [-1.420, -2.613, 0.033], [-1.741, -0.875, 0.151], [0.121, -0.668, -1.483], [-0.909, -1.553, -3.405], [-2.031, -2.426, -2.350], [-2.808, -0.219, -3.510], [-3.914, -1.288, -1.751], [-0.377, 0.816, -3.872], [0.930, 2.822, -3.324], [0.389, 4.144, -1.311], [-1.489, 3.453, 0.137], [-2.791, 1.432, -0.414]],
  "smiles": "CCCC[C@H](CC)CNC[C@@H](O)c1ccccc1",
  "lumo_energy_ha": 0.029,
  "mol_weight_da": 249.40
}

---

x) {
  "formula": "C16H27NO",
  "method": "ωB97M-V/def2-TZVPD",
  "elements": ["C", "C", "C", "C", "C", "C", "C", "C", "N", "C", "C", "O", "C", "C", "C", "C", "C", "C", "H", "H", "H", "H", "H", "H", "H", "H", "H", "H", "H", "H", "H", "H", "H", "H", "H", "H", "H", "H", "H", "H", "H", "H", "H", "H", "H"],
  "positions_angstrom": [[2.504, -1.463, -4.950], [3.298, -1.667, -3.665], [2.821, -0.782, -2.512], [1.438, -1.182, -1.999], [0.936, -0.384, -0.786], [0.852, 1.126, -1.043], [-0.033, 1.497, -2.227], [1.807, -0.668, 0.455], [1.284, -0.258, 1.741], [0.361, -1.131, 2.422], [-1.115, -1.174, 1.937], [-1.912, -1.856, 2.889], [-1.669, 0.205, 1.652], [-1.501, 1.245, 2.561], [-2.015, 2.502, 2.294], [-2.711, 2.736, 1.121], [-2.901, 1.702, 0.220], [-2.385, 0.447, 0.486], [1.468, -1.769, -4.824], [2.933, -2.052, -5.757], [2.521, -0.416, -5.245], [4.349, -1.441, -3.864], [3.239, -2.716, -3.364], [2.807, 0.255, -2.850], [3.542, -0.859, -1.697], [1.462, -2.239, -1.723], [0.712, -1.076, -2.805], [-0.078, -0.739, -0.576], [1.856, 1.528, -1.195], [0.440, 1.605, -0.150], [-0.159, 2.577, -2.275], [-1.017, 1.045, -2.122], [0.403, 1.166, -3.166], [2.011, -1.741, 0.516], [2.765, -0.150, 0.335], [0.923, 0.689, 1.700], [0.760, -2.148, 2.383], [0.354, -0.826, 3.476], [-1.193, -1.791, 1.037], [-1.922, -1.343, 3.705], [-0.962, 1.080, 3.483], [-1.869, 3.302, 3.006], [-3.108, 3.718, 0.912], [-3.454, 1.875, -0.692], [-2.544, -0.359, -0.216]],
  "smiles": "CCCC[C@H](CC)CNC[C@@H](O)c1ccccc1",
  "lumo_energy_ha": 0.031,
  "mol_weight_da": 249.40
}

---

The structure with the most favorable energy is w); the runner-up is 0.0029 hartree above it.